1.
Computed, not measured: a single C3H6N2OS molecule, with ωB97M-V/def2-TZVPD.

Element x y z (Å)
C: -1.934 0.770 0.820
C: 0.583 -1.194 -0.619
C: -0.396 0.721 0.873
N: 1.023 0.085 -0.960
N: 0.193 1.088 -0.425
O: -2.598 0.963 -0.128
S: -0.174 -1.168 1.051
H: -2.260 0.341 1.742
H: -0.110 -1.574 -1.265
H: 1.225 -1.955 -0.666
H: 0.064 1.236 1.747
H: 1.788 0.281 -0.411
H: -0.449 1.372 -1.158

LUMO = 0.655 eV
DFT total energy = -700.763975 hartree
M = 118.161 g/mol
Multiplicity = 1
HOMO level = -9.2 eV
Maximum force = 4.35 eV Å⁻¹
Energy above the lowest of the compared OMol25 structures with the same formula, charge and spin = 78.6 kcal/mol



2.
Computed, not measured: a single C3H6N2OS molecule, with ωB97M-V/def2-TZVPD.

Element x y z (Å)
C: 0.075 -0.823 0.164
C: 1.458 -0.806 0.148
C: -0.603 1.488 0.126
N: -0.814 0.191 0.052
N: -2.133 -0.244 -0.084
O: 3.924 -0.240 -0.132
S: 2.604 0.420 -0.055
H: -0.403 -1.787 0.253
H: 1.921 -1.780 0.232
H: 0.372 1.850 0.373
H: -1.419 2.170 -0.020
H: -2.764 0.527 -0.268
H: -2.220 -0.968 -0.788

LUMO (alpha / beta) = -0.337 / -0.362 eV
DFT total energy = -700.713324 hartree
M = 118.161 g/mol
Multiplicity = 1
HOMO level (alpha / beta) = -7.0 / -7.0 eV
Maximum force = 1.67 eV Å⁻¹
Energy above the lowest of the compared OMol25 structures with the same formula, charge and spin = 110.4 kcal/mol



Repeat the first record exactly.
Computed, not measured: a single C3H6N2OS molecule, with ωB97M-V/def2-TZVPD.

Element x y z (Å)
C: -1.934 0.770 0.820
C: 0.583 -1.194 -0.619
C: -0.396 0.721 0.873
N: 1.023 0.085 -0.960
N: 0.193 1.088 -0.425
O: -2.598 0.963 -0.128
S: -0.174 -1.168 1.051
H: -2.260 0.341 1.742
H: -0.110 -1.574 -1.265
H: 1.225 -1.955 -0.666
H: 0.064 1.236 1.747
H: 1.788 0.281 -0.411
H: -0.449 1.372 -1.158

LUMO = 0.655 eV
DFT total energy = -700.763975 hartree
M = 118.161 g/mol
Multiplicity = 1
HOMO level = -9.2 eV
Maximum force = 4.35 eV Å⁻¹
Energy above the lowest of the compared OMol25 structures with the same formula, charge and spin = 78.6 kcal/mol



> Number 2 is which compound?

C3H6N2OS